Entry from OMol25: a structure of composition C47H42Cl2NO3PtS (ωB97M-V/def2-TZVPD).

**2S+1**: 1
**Relative energy (zero: lowest compared OMol25 entry of this formula, charge and spin)**: 32.5 kcal per mole
**Electronic energy**: -3534.61525 hartree
**Total charge**: -1
**Orbital gap**: 6.7 eV

Last column: Löwdin charge in e.
Positions of all 97 atoms, in Å:
Pt -0.11461 -0.37317 0.37785  1.04
Cl -4.04806 -3.63600 1.12242  0.68
C -2.94687 -3.00209 2.29912  -0.59
C -3.00499 -3.47392 3.60906  -0.13
C -2.11645 -3.01702 4.54861  -0.62
Cl -2.18543 -3.66919 6.16546  0.65
C -1.14003 -2.05727 4.22149  -0.17
C -0.18404 -1.53465 5.11872  -0.02
C 0.72606 -0.61130 4.67489  -0.04
C 0.66335 -0.16555 3.35123  -0.12
N -0.23160 -0.62040 2.50182  -0.03
C -1.10900 -1.57461 2.89189  -0.16
C -2.00480 -2.05659 1.87132  -0.43
O -1.89966 -1.67361 0.65055  -0.16
H -3.74088 -4.22110 3.87013  0.10
H -0.17834 -1.87587 6.14461  0.09
H 1.47626 -0.20239 5.33783  0.10
H 1.35520 0.57536 2.97067  0.12
C 0.95027 -3.78589 0.64525  -0.06
C 2.42639 -3.71100 0.24184  -0.36
C 3.30651 -3.45730 1.47404  -0.07
C 2.72474 -2.66573 -0.82468  -0.15
C 3.19390 -3.08522 -2.06069  -0.07
C 3.61395 -2.18343 -3.02568  -0.11
C 3.67016 -0.83803 -2.69585  -0.07
C 3.21045 -0.36232 -1.47811  -0.15
C 3.55863 1.06879 -1.08224  -0.35
C 4.53708 0.99652 0.10021  -0.07
C 2.37943 1.98251 -0.73788  -0.06
C 2.61199 -1.26992 -0.55037  -0.34
O 2.04495 -0.84317 0.55887  -0.22
H 0.82486 -4.42374 1.52467  0.08
H 0.34563 -4.20228 -0.16287  0.07
H 0.57539 -2.79373 0.88213  0.04
H 2.70871 -4.68417 -0.17590  0.12
H 3.03644 -2.50481 1.92785  0.07
H 4.35898 -3.41534 1.18530  0.08
H 3.17553 -4.25345 2.21211  0.07
H 3.24361 -4.14989 -2.26937  0.10
H 3.94853 -2.52987 -3.99607  0.09
H 4.10887 -0.13358 -3.39730  0.10
H 4.08518 1.51630 -1.93279  0.12
H 4.03562 0.54660 0.95697  0.07
H 4.89893 1.99166 0.37483  0.07
H 5.39516 0.37227 -0.15623  0.08
H 1.66566 1.46710 -0.09480  0.03
H 1.85858 2.30440 -1.63888  0.07
H 2.74034 2.86709 -0.20623  0.07
C -0.91585 -3.47606 -5.95875  -0.12
C -0.33121 -4.18558 -4.91872  -0.10
C -0.13008 -3.58038 -3.69050  -0.04
C -0.49337 -2.24699 -3.46394  -0.19
C -1.10702 -1.55605 -4.51411  -0.04
C -1.30447 -2.16123 -5.74446  -0.10
C -0.24039 -1.69623 -2.12482  -0.08
C -0.25061 -0.43822 -1.65646  -0.24
C -0.35979 0.78768 -2.44313  -0.26
C 0.47548 1.02787 -3.54107  -0.06
C 0.41499 2.23062 -4.22321  -0.09
C -0.45574 3.23432 -3.81617  -0.11
C -1.28405 3.01313 -2.72334  -0.09
C -1.23598 1.80436 -2.04980  -0.07
H -1.07420 -3.94502 -6.92215  0.09
H -0.04297 -5.22032 -5.06187  0.09
H 0.31922 -4.14200 -2.88012  0.10
H -1.44812 -0.54382 -4.35317  0.10
H -1.77698 -1.60418 -6.54528  0.09
H -0.03276 -2.47663 -1.40101  0.07
H 1.16336 0.25192 -3.85297  0.12
H 1.05445 2.38711 -5.08425  0.10
H -0.49533 4.17679 -4.34789  0.09
H -1.97412 3.78623 -2.40316  0.09
H -1.88145 1.61251 -1.20033  0.07
O -3.11702 0.87441 2.91908  -0.47
S -2.54688 1.47552 1.69678  0.99
C -3.59078 2.95661 1.38704  -0.33
C -4.11090 3.17245 0.12184  -0.08
C -4.92479 4.27431 -0.11083  -0.08
C -5.21457 5.15104 0.92208  -0.09
C -4.69774 4.92375 2.19295  -0.08
C -3.89395 3.82157 2.42719  -0.07
C -1.17438 2.52169 2.25791  -0.39
C -0.33731 3.13945 1.34199  -0.08
C 0.71767 3.90834 1.81056  -0.07
C 0.92909 4.04842 3.17599  -0.09
C 0.07573 3.43563 4.08267  -0.08
C -0.98071 2.66490 3.61981  -0.10
H -3.88534 2.47949 -0.68029  0.10
H -5.33713 4.44582 -1.09690  0.10
H -5.85207 6.00844 0.74762  0.10
H -4.91973 5.61253 2.99806  0.10
H -3.49434 3.62893 3.41441  0.11
H -0.50987 3.03130 0.27662  0.10
H 1.37771 4.40190 1.10964  0.10
H 1.76235 4.63945 3.53540  0.10
H 0.23462 3.55981 5.14653  0.10
H -1.65334 2.15345 4.29873  0.11


Entry from OMol25: a cluster of 2 separate species, C5H7F3N3 in total (ωB97M-V/def2-TZVPD).

**2S+1**: 1
**Relative energy (zero: lowest compared OMol25 entry of this formula, charge and spin)**: 41.2 kcal per mole
**Electronic energy**: -658.22845 hartree
**Total charge**: +1
**Orbital gap**: 10.7 eV

Last column: Löwdin charge in e.
Positions of all 18 atoms, in Å:
C 1.06279 1.07802 0.05936  -0.31
C -0.77932 0.16778 0.07165  -0.03
C 2.09101 2.11038 -0.02552  0.03
C 0.06202 -2.30701 -0.06749  0.05
C -3.04048 0.11282 0.03813  -0.43
N -0.23003 1.33225 0.17432  0.18
N 1.34541 -0.24915 0.04015  0.19
N 0.14089 -0.83174 -0.05158  -0.08
F -3.33581 0.82635 1.11615  0.20
F -3.50390 0.60551 -1.04738  0.26
F -3.18729 -1.17058 0.22108  0.20
H 2.44167 2.54418 0.91209  0.11
H 2.98562 1.63962 -0.36389  0.08
H 1.58155 2.80807 -0.64876  0.10
H 0.88149 -2.81028 -0.60340  0.11
H 0.13493 -2.55186 0.93187  0.08
H -0.83110 -2.66315 -0.53956  0.10
H 2.18056 -0.64122 -0.21722  0.16


Entry from OMol25: an isolated molecule of C2H4N2OS2 (ωB97M-V/def2-TZVPD).

**2S+1**: 1
**Relative energy (zero: lowest compared OMol25 entry of this formula, charge and spin)**: 46.3 kcal per mole
**Electronic energy**: -1059.66944 hartree
**Orbital gap**: 9.6 eV

Last column: Löwdin charge in e.
Positions of all 11 atoms, in Å:
C 1.00210 -0.66884 -0.02421  -0.35
C -0.92081 0.77194 -0.01848  -0.30
H 3.83648 1.25245 0.00170  -0.14
H 1.25680 -1.72826 -0.13599  0.14
H -0.17718 1.56382 -0.07966  0.12
H -2.55040 -1.38602 0.21136  -0.16
N 1.78967 0.30321 -0.01554  -0.35
N -2.17383 1.01803 0.02555  -0.33
O -0.34691 -0.49712 -0.00247  -0.06
S 3.47096 -0.05338 0.01843  0.72
S -3.30777 -0.29614 -0.00540  0.71


Entry from OMol25: an isolated molecule of C3H3N5 (ωB97M-V/def2-TZVPD).

**2S+1**: 1
**Relative energy (zero: lowest compared OMol25 entry of this formula, charge and spin)**: 86.5 kcal per mole
**Electronic energy**: -389.73087 hartree
**Orbital gap**: 8.6 eV

Last column: Löwdin charge in e.
Positions of all 11 atoms, in Å:
C -1.00537 0.05709 -0.10547  -0.40
C -0.16432 1.21431 -0.50060  -0.07
C 1.39729 -0.92124 0.42497  -0.16
H -2.39263 0.63387 0.99208  0.09
H -0.50690 2.16688 -1.05832  0.13
H 1.71011 -1.61312 1.21237  0.11
N -1.96903 -0.18561 0.55820  0.19
N 1.16475 1.21064 -0.46102  0.01
N 1.67309 0.33390 0.40159  0.01
N 0.58858 -1.66977 -0.53805  0.01
N -0.49558 -1.22696 -0.92574  0.09


Entry from OMol25: a structure of composition C35H57LuO3PSi2 (ωB97M-V/def2-TZVPD).

**2S+1**: 1
**Relative energy (zero: lowest compared OMol25 entry of this formula, charge and spin)**: 0.0 kcal per mole
**Electronic energy**: -3749.16541 hartree
**Total charge**: +1
**Orbital gap (spin up / spin down)**: 6.8 / 5.2 eV

Last column: Löwdin charge in e.
Positions of all 99 atoms, in Å:
O -0.27198 -1.14303 -1.11191  -0.37
O -1.68399 -0.41218 -3.56453  -0.24
C 0.74386 -2.03133 -1.77507  -0.19
C 1.25418 -3.10569 -0.85387  -0.05
H 1.54100 -1.35671 -2.11579  0.11
H 0.23957 -2.42635 -2.66118  0.10
H 1.62079 -2.69068 0.08980  0.07
H 2.08790 -3.62907 -1.33411  0.10
H 0.48112 -3.84620 -0.62571  0.07
C -1.53310 -1.81200 -0.69994  -0.19
C -1.94912 -2.94033 -1.59815  -0.05
H -2.28857 -1.01841 -0.70253  0.09
H -1.37950 -2.14678 0.33514  0.11
H -2.17038 -2.58145 -2.60860  0.05
H -2.87023 -3.37395 -1.18617  0.11
H -1.20654 -3.74027 -1.63411  0.08
C -2.76853 0.53919 -3.68495  -0.26
C -1.48001 -1.26842 -4.71399  -0.26
C -3.98417 0.10860 -2.90798  -0.05
H -3.01536 0.69097 -4.74906  0.12
H -2.38564 1.49252 -3.29557  0.10
H -4.38478 -0.82928 -3.30570  0.08
H -4.75148 0.87894 -3.01266  0.09
H -3.76272 -0.01095 -1.84368  0.06
C -2.71820 -2.00789 -5.16986  -0.07
H -0.69869 -1.98546 -4.41694  0.10
H -1.07476 -0.65832 -5.54161  0.12
H -3.15626 -2.61630 -4.37336  0.07
H -2.42971 -2.68135 -5.98163  0.09
H -3.47163 -1.31602 -5.55853  0.08
H -0.31238 0.36409 -2.29985  0.06
Lu 0.46403 0.73770 0.02971  1.65
C 0.11301 1.44649 -2.34171  -0.27
Si 0.92501 1.82666 -4.01101  0.48
H -0.69832 2.17002 -2.18001  0.03
H 0.99614 1.71794 -1.68619  -0.03
C 1.72622 0.28515 -4.70239  -0.16
C 2.23610 3.13552 -3.70515  -0.16
C -0.36522 2.55522 -5.15000  -0.17
C 2.75222 0.93535 -0.35878  -0.39
Si 3.82287 1.64571 1.00974  0.40
H 3.07703 1.40835 -1.30689  -0.03
H 3.06861 -0.12422 -0.47558  0.00
C 5.02112 2.93996 0.33781  -0.19
C 4.86762 0.25038 1.71854  -0.19
C 2.83852 2.49307 2.37343  -0.19
H 0.11533 2.92211 -6.06689  0.04
H -0.85664 3.40582 -4.65699  0.04
H -1.14004 1.83405 -5.43411  0.01
H 2.56984 -0.03598 -4.07727  0.04
H 2.11273 0.48145 -5.71404  0.05
H 1.02127 -0.55138 -4.77200  0.00
H 2.81446 2.95607 -2.79164  0.01
H 1.76281 4.12269 -3.61917  0.04
H 2.93052 3.16459 -4.55462  0.04
H 5.36586 -0.28219 0.89640  0.03
H 4.24174 -0.46812 2.26373  0.02
H 5.64204 0.63155 2.39873  0.03
H 2.16777 1.80247 2.89722  0.01
H 2.24048 3.32642 1.98502  0.01
H 3.52868 2.91059 3.12255  0.04
H 5.86058 3.08901 1.03154  0.03
H 4.52420 3.90864 0.19138  0.03
H 5.43230 2.61591 -0.62815  0.03
O 1.20770 -0.48025 1.64191  -0.27
C 0.49594 -0.94486 2.61745  -0.39
C -0.02601 -2.27484 2.75993  -0.23
C 0.38629 -3.58793 2.47758  -0.02
C -0.51758 -4.60786 2.79766  -0.06
C -1.76375 -4.32881 3.36430  -0.07
C -2.19164 -3.01439 3.61969  -0.05
C -1.33987 -1.99547 3.24545  -0.24
P -0.96564 -0.26982 3.52468  1.13
C -0.95963 -0.01967 5.28421  -0.32
C -2.19722 0.26640 5.90947  -0.08
C -2.27445 0.30406 7.29670  -0.07
C -1.13208 0.06996 8.06856  -0.06
C 0.09238 -0.21005 7.44903  -0.06
C 0.18714 -0.26308 6.05879  -0.06
C -1.32210 1.19570 2.55115  -0.35
C -0.75154 2.41711 2.98083  -0.10
C -0.45760 3.40380 2.04581  -0.11
C -0.79428 3.23375 0.69311  -0.17
C -1.63966 2.15704 0.32327  -0.24
C -1.85280 1.10239 1.23186  -0.20
H 1.37075 -3.75600 2.05592  0.11
H -0.23284 -5.64158 2.60639  0.11
H -2.42310 -5.15235 3.63501  0.11
H -3.15999 -2.79941 4.07227  0.12
H -3.07781 0.43674 5.28088  0.11
H -3.23371 0.51445 7.76900  0.11
H -1.19680 0.10436 9.15467  0.11
H 0.97790 -0.39426 8.05624  0.11
H 1.12845 -0.49757 5.55689  0.11
H -0.51703 2.55719 4.03884  0.12
H 0.04171 4.31519 2.38419  0.12
H -0.52939 4.00031 -0.03991  0.11
H -2.20171 2.18044 -0.61572  0.11
H -2.52966 0.27646 0.98273  0.10


Entry from OMol25: an isolated molecule of C4H7NO3 (ωB97M-V/def2-TZVPD).

**2S+1**: 1
**Relative energy (zero: lowest compared OMol25 entry of this formula, charge and spin)**: 164.3 kcal per mole
**Electronic energy**: -436.88153 hartree
**Orbital gap**: 9.0 eV

Last column: Löwdin charge in e.
Positions of all 15 atoms, in Å:
C -2.16660 -1.03840 0.10032  -0.16
C -0.15872 1.60834 -0.39395  -0.05
C 1.09066 0.80124 -0.03563  -0.41
C 1.43267 -0.54633 -0.91443  0.00
H -3.10703 -0.85330 0.70158  0.09
H -2.80023 -0.99693 -0.81037  0.07
H -1.81067 -2.17248 0.07210  0.14
H -0.41948 2.60164 -0.93152  0.14
H 2.06222 1.34541 -0.34579  0.16
H 1.03996 -0.65905 1.25609  0.19
H 1.08803 -0.41120 -1.93142  0.12
N -1.33489 1.03849 -0.26262  0.06
O -1.14631 -0.17516 0.31677  -0.23
O 1.24170 0.45076 1.26482  -0.08
O 1.41754 -1.65967 -0.17037  -0.05


Copy entry 6 word for word.
Entry from OMol25: an isolated molecule of C4H7NO3 (ωB97M-V/def2-TZVPD).

**2S+1**: 1
**Relative energy (zero: lowest compared OMol25 entry of this formula, charge and spin)**: 164.3 kcal per mole
**Electronic energy**: -436.88153 hartree
**Orbital gap**: 9.0 eV

Last column: Löwdin charge in e.
Positions of all 15 atoms, in Å:
C -2.16660 -1.03840 0.10032  -0.16
C -0.15872 1.60834 -0.39395  -0.05
C 1.09066 0.80124 -0.03563  -0.41
C 1.43267 -0.54633 -0.91443  0.00
H -3.10703 -0.85330 0.70158  0.09
H -2.80023 -0.99693 -0.81037  0.07
H -1.81067 -2.17248 0.07210  0.14
H -0.41948 2.60164 -0.93152  0.14
H 2.06222 1.34541 -0.34579  0.16
H 1.03996 -0.65905 1.25609  0.19
H 1.08803 -0.41120 -1.93142  0.12
N -1.33489 1.03849 -0.26262  0.06
O -1.14631 -0.17516 0.31677  -0.23
O 1.24170 0.45076 1.26482  -0.08
O 1.41754 -1.65967 -0.17037  -0.05